ORCA calculation (ωB97M-V/def2-TZVPD) on a molecular structure, C21H19BrClN3O6S4SbTl at a distorted geometry.

XYZ file:
```
57
Properties=species:S:1:pos:R:3:lowdin_charge:R:1
Tl 12.567 10.604 9.284 0.655
O 13.394 15.577 12.977 0.034
C 13.310 14.460 13.723 -0.313
C 13.589 14.569 15.074 -0.057
C 13.568 13.420 15.882 -0.091
C 13.478 12.136 15.259 -0.119
C 13.240 12.011 13.938 -0.014
C 13.066 13.203 13.130 -0.057
C 12.883 12.991 11.654 -0.489
O 12.830 11.653 11.354 -0.460
N 11.720 13.711 11.190 -0.008
N 11.422 13.722 9.947 0.012
C 10.410 14.431 9.506 -0.217
C 10.303 14.825 8.103 -0.679
Br 11.867 14.733 7.074 0.776
C 9.302 15.609 7.579 -0.176
C 8.461 16.511 8.317 -0.222
C 8.969 17.111 9.497 -0.056
C 8.111 17.871 10.317 -0.121
C 6.773 17.947 10.079 -0.115
C 6.252 17.257 8.930 -0.105
C 7.085 16.783 7.970 -0.050
H 13.783 16.345 13.498 0.136
H 13.792 15.544 15.498 0.097
H 13.688 13.459 16.969 0.087
H 13.568 11.211 15.881 0.105
H 13.285 11.095 13.385 0.105
H 13.646 13.645 11.101 0.167
H 11.187 14.273 11.863 0.154
H 9.563 14.718 10.232 0.142
H 9.011 15.469 6.540 0.100
H 10.045 17.069 9.709 0.118
H 8.528 18.357 11.216 0.103
H 6.086 18.504 10.679 0.079
H 5.183 17.269 8.686 0.096
H 6.742 16.546 6.977 0.102
S 15.247 6.287 7.567 -0.305
Sb 15.643 8.571 7.561 0.108
S 15.339 9.959 9.482 -0.205
S 13.490 9.073 5.652 0.548
S 16.836 9.865 6.016 -0.264
O 12.317 8.225 5.407 -0.558
Cl 8.534 11.025 7.672 0.994
O 7.658 12.208 7.267 -0.560
O 9.788 10.731 6.815 -0.494
O 13.298 10.201 6.637 -0.808
C 16.546 15.090 6.531 -0.078
C 17.490 15.695 7.441 -0.093
C 17.822 14.939 8.563 -0.212
N 17.567 13.635 8.737 0.054
C 16.748 13.057 7.778 -0.138
C 16.304 13.733 6.673 -0.100
H 16.230 15.678 5.651 0.098
H 17.707 16.725 7.397 0.061
H 18.381 15.367 9.459 0.105
H 16.627 11.947 7.948 0.020
H 15.744 13.186 5.910 0.106
```

Summary:
LUMO energy (spin up / spin down): 3.53 / 1.80 eV
charge: -2
Kohn-Sham gap (spin up / spin down): 5.77 / 2.79 eV
E: -6466.7796 Ha
ΔE to the lowest compared entry with this formula, charge and spin: 15.9 kcal/mol
spin multiplicity: 1